(1)
Computed, not measured: 7 unconnected molecules or ions with the total composition C41H46N3O10 in a non-equilibrium geometry, with wB97M-V/def2-TZVPD.

Atoms and positions in Å:
C1 27.73 34.79 43.61
H1 31.03 33.61 34.54
C2 28.72 30.83 38.23
O1 24.47 32.12 36.27
C3 25.39 32.56 38.30
H2 24.98 31.22 36.32
O2 27.18 28.94 41.16
N1 28.80 37.78 40.39
C4 22.93 38.41 35.66
C5 30.02 35.67 40.08
C6 29.57 31.79 40.40
H3 25.83 45.89 41.84
C7 25.18 35.14 44.74
C8 24.55 43.99 39.46
C9 26.95 38.90 39.91
C10 28.66 30.89 41.05
C11 24.68 39.85 36.61
H4 30.89 35.15 39.58
H5 21.68 45.87 40.58
H6 26.85 40.76 42.60
H7 29.79 32.71 37.27
H8 28.78 30.68 37.24
C12 24.43 35.26 38.35
H9 22.73 47.36 42.34
H10 25.64 37.28 44.11
O3 25.72 35.65 40.30
H11 26.00 39.10 39.49
H12 27.80 32.95 44.30
H13 23.47 34.60 36.60
C13 27.77 37.91 39.52
H14 24.41 35.37 45.27
O4 29.94 32.81 38.28
H15 29.74 31.81 34.56
C14 25.45 44.59 40.32
C15 30.42 35.55 35.21
C16 23.16 44.47 39.55
H16 27.60 37.07 38.82
C17 27.11 40.72 41.52
H17 26.38 41.22 40.75
N2 27.04 36.00 43.48
C18 25.75 33.46 39.52
C19 28.15 35.43 36.07
C20 28.72 38.77 41.29
C21 24.84 45.40 41.29
H18 24.78 40.58 37.26
H19 28.39 37.95 36.29
C22 27.07 33.72 44.36
C23 30.32 34.08 34.97
H20 27.10 33.70 36.01
H21 25.52 42.51 38.81
H22 25.98 37.17 35.01
C24 24.72 33.03 37.20
H23 30.13 32.57 41.08
H24 31.35 36.04 35.09
C25 30.03 37.15 40.04
O5 28.98 32.06 34.94
H25 26.79 28.24 40.68
O6 21.66 38.16 35.41
C26 23.27 39.51 36.35
C27 22.71 45.43 40.60
C28 25.30 34.81 39.42
O7 29.30 37.60 36.05
C29 27.95 29.80 38.97
H26 27.49 29.09 38.47
H27 24.26 36.42 38.39
H28 26.43 44.28 40.49
H29 27.34 35.79 36.63
H30 30.08 35.36 41.28
C30 23.66 45.89 41.51
H31 29.19 35.16 39.48
C31 25.30 37.78 35.46
H32 23.74 36.54 34.64
H33 22.39 40.24 36.82
O8 24.84 42.92 38.67
H34 26.24 33.04 40.45
H35 28.58 30.94 42.08
C32 28.07 34.10 35.64
C33 29.43 31.75 38.97
C34 24.24 34.39 37.30
C35 27.89 29.85 40.41
C36 29.16 33.35 35.14
H36 30.22 37.24 39.04
C37 29.37 36.28 35.80
C38 23.96 37.54 35.28
H37 21.12 38.96 35.01
C39 25.72 39.02 36.12
C40 25.84 33.85 44.90
O9 23.43 46.90 42.42
O10 26.96 39.34 36.40
H38 27.04 40.14 36.80
H39 29.30 38.96 42.07
H40 26.06 31.63 38.27
H41 30.94 37.68 40.45
H42 27.92 41.05 41.36
H43 26.07 35.02 40.86
H44 22.51 43.87 38.70
H45 28.58 34.73 43.11
N3 27.47 39.39 41.06
C41 25.83 36.18 44.16
H46 25.24 33.19 45.36

energy: -68186.585 eV
M: 740.83 g mol⁻¹
energy above the lowest of the compared OMol25 structures with the same formula, charge and spin: 77.10 kcal/mol
charge: +1
E_HOMO: -9.799 eV
HOMO-LUMO gap: 0.24823 Eh

---

(2)
Computed, not measured: 7 unconnected molecules or ions with the total composition C41H47FN9O3P in a non-equilibrium geometry, with wB97M-V/def2-TZVPD.

Atoms and positions in Å:
C1 0.36 -3.43 0.06
C2 3.54 -5.90 -3.12
H1 0.74 2.57 6.68
C3 -0.07 -3.85 1.24
H2 -0.18 -3.79 -0.82
C4 2.89 -6.93 -2.45
F1 -0.08 4.82 -0.74
H3 -3.25 6.78 -3.62
H4 -8.51 4.53 0.96
H5 4.67 -2.63 -1.52
C5 -5.21 1.51 -1.77
H6 3.97 4.09 -2.12
C6 -1.12 2.82 -0.19
C7 -4.10 6.60 -4.29
C8 1.56 -2.56 -0.15
H7 6.99 -0.50 0.08
H8 0.67 1.25 5.52
C9 -3.58 0.69 3.94
C10 -2.49 -1.54 -0.67
C11 0.05 3.55 -0.34
C12 2.25 -6.62 -1.27
H9 -3.91 0.35 4.91
C13 5.04 -0.04 -0.83
C14 0.43 -0.51 0.98
O1 3.61 1.53 1.15
C15 1.60 -1.22 0.28
C16 2.69 -3.05 -0.82
H10 5.94 0.75 1.00
C17 3.49 -4.62 -2.58
H11 10.99 0.48 -1.18
N1 -5.57 1.24 2.36
N2 3.02 4.41 -1.91
C18 -6.87 5.22 -0.17
C19 -4.63 5.25 -4.10
H12 -2.95 -0.09 3.51
N3 2.18 -5.42 -0.71
C20 3.80 -2.23 -1.01
H13 3.93 3.57 0.18
C21 3.85 -0.93 -0.58
H14 -7.76 6.00 1.58
H15 -1.44 -1.88 -0.68
H16 -2.62 2.06 -2.07
H17 -5.45 -0.51 -0.98
H18 -3.12 1.39 0.59
H19 3.97 -3.78 -3.06
H20 4.06 -6.07 -4.07
H21 0.50 0.92 7.24
C22 0.25 1.63 6.45
H22 0.27 -3.41 2.18
C23 1.31 3.04 -0.11
H23 1.76 -7.44 -0.74
N4 -6.32 5.36 -1.16
O2 -0.25 -1.00 1.85
H24 2.90 -7.94 -2.86
C24 -1.04 1.49 0.25
N5 1.16 -9.30 1.09
H25 5.11 0.54 -1.76
H26 -4.86 7.35 -4.07
H27 -2.98 -2.07 -1.50
H28 9.38 0.96 -1.70
H29 -6.11 1.86 -2.31
H30 -1.81 0.15 -1.51
N6 9.01 -1.71 -0.04
H31 -6.82 0.59 -0.56
N7 -2.54 -0.08 -0.85
C25 2.29 -9.29 1.27
H32 2.49 5.31 0.35
C26 1.36 1.72 0.31
C27 9.43 -0.71 -0.40
H33 -2.28 -0.02 1.27
H34 -3.00 -1.81 0.25
C28 -7.56 5.04 1.10
C29 6.05 0.09 0.13
C30 2.78 -4.45 -1.39
C31 -4.53 2.76 -1.17
C32 -5.73 0.52 -0.68
N8 -2.33 1.93 6.26
H35 4.00 -9.88 2.35
C33 9.96 0.57 -0.86
O3 -2.28 3.46 -0.48
H36 -5.26 0.73 0.29
H37 -2.95 1.56 4.10
C34 -3.04 2.95 -1.61
H38 -3.76 6.75 -5.31
C35 2.68 1.01 0.57
C36 -2.31 0.66 0.41
C37 0.23 0.94 0.51
N9 -5.05 4.20 -3.96
C38 -4.70 1.00 3.06
C39 -1.19 1.80 6.34
H39 4.08 -8.25 1.70
H40 9.92 1.32 -0.06
H41 4.27 -9.64 0.63
H42 -3.06 3.72 -2.38
P1 2.77 4.13 -0.37
H43 -4.60 1.01 -2.52
H44 -4.54 2.77 -0.06
C40 2.72 -0.42 0.08
H45 -6.96 4.45 1.79
C41 3.73 -9.26 1.50
H46 -5.08 3.66 -1.48
H47 -0.82 -4.63 1.34

energy: -74829.684 eV
M: 763.86 g mol⁻¹
charge: 0
E_HOMO: -7.596 eV
structure (SMILES): C=Cc1cc(-c2ccccn2)c(C=C)c2c1C(=O)c1c([PH2]=N)c(F)c(OCCCC)c(CNC)c1C2=O.CC#N.CC#N.CC#N.CC#N.CC#N.CC#N
HOMO-LUMO gap: 0.25126 Eh

---

(3)
Computed, not measured: a molecular structure, C41H48N5O13P4SW, with wB97M-V/def2-TZVPD.

Atoms and positions in Å:
H1 0.99 -1.52 4.06
C1 2.78 -3.23 0.60
H2 3.09 -0.65 5.10
H3 -2.48 -0.97 -3.84
C2 5.23 -0.11 -1.34
O1 -4.39 2.53 -1.27
H4 -3.58 5.53 0.44
O2 0.05 4.35 -1.96
H5 -3.87 2.21 -2.03
C3 -2.21 -3.48 2.98
C4 2.94 -0.19 -0.57
C5 1.84 -5.42 0.92
C6 0.18 0.52 -3.58
P1 -0.38 -0.05 1.69
H6 -1.95 6.16 0.13
H7 -1.33 0.05 4.51
H8 -0.40 -3.32 -0.51
O3 2.76 -1.94 -3.96
H9 -4.90 -1.42 3.02
C7 2.90 -4.54 1.04
H10 -3.19 0.18 2.26
C8 0.65 -4.98 0.35
C9 0.44 3.38 3.74
S1 4.72 -2.06 4.06
C10 -3.52 -3.07 3.15
H11 1.93 -6.44 1.26
C11 0.04 0.23 -6.33
C12 -2.28 4.13 -0.57
C13 5.38 -0.43 3.66
O4 -0.11 2.37 -0.23
C14 -0.71 1.94 5.27
H12 0.91 4.33 3.50
C15 -3.87 -1.75 2.90
H13 0.72 2.62 1.76
H14 6.05 -0.57 -1.87
H15 4.41 2.73 0.31
O5 -2.19 3.18 -4.24
C16 -0.75 1.27 -4.36
P2 -0.44 3.80 -0.67
P3 1.33 -1.04 -0.47
H16 -3.69 -0.02 -2.97
H17 -2.24 5.00 1.44
H18 2.27 1.55 0.48
C17 -1.24 -2.57 2.57
O6 0.23 4.64 0.55
W1 -0.82 0.43 -0.71
O7 1.42 -1.69 -2.19
C18 -0.79 1.17 -5.73
C19 -2.91 -0.84 2.49
H19 -1.93 -4.52 3.16
H20 -0.22 -2.90 2.43
H21 4.90 0.02 2.79
H22 -4.40 -0.75 -0.60
O8 -4.16 3.10 1.16
H23 3.84 -4.86 1.48
C20 -3.31 -1.03 -3.14
N1 -1.85 -0.87 -1.23
N2 0.00 0.10 -7.79
C21 0.33 2.42 2.75
H24 -3.62 4.98 -1.86
O9 -1.95 1.88 -2.45
H25 -3.76 -2.26 0.06
H26 -4.11 -1.62 -3.61
H27 0.00 3.90 5.77
C22 -2.32 -3.08 -2.11
C23 3.10 1.07 -0.01
H28 -1.36 -3.02 -2.63
H29 1.50 -1.34 -6.10
C24 0.88 -0.61 -5.61
C25 4.31 1.74 -0.11
C26 5.38 1.14 -0.77
C27 -0.83 0.98 4.28
H30 5.29 0.25 4.51
H31 -2.05 5.34 -2.19
H32 -1.46 1.78 -6.32
C28 2.17 -0.66 2.48
O10 -0.75 0.84 -8.41
C29 1.95 -1.70 3.57
O11 0.71 -0.74 -8.31
H33 2.82 -2.35 5.43
H34 -4.89 -2.31 -1.31
H35 2.29 0.32 2.96
C30 -2.88 -1.68 -1.83
H36 -2.40 3.75 -3.42
C31 1.59 -2.78 0.04
N3 1.16 -0.59 1.45
C32 0.53 -3.67 -0.08
N4 -1.59 2.12 -3.64
H37 -0.19 -5.65 0.25
C33 -0.32 1.21 3.00
H38 3.89 -1.73 -1.73
H39 0.52 5.50 0.21
H40 -3.02 -3.64 -2.73
H41 6.33 1.66 -0.84
C34 -0.08 3.15 5.00
H42 1.92 -2.69 3.13
H43 -4.28 -3.78 3.46
H44 3.12 -0.86 1.98
C35 -1.58 -1.25 2.33
C36 3.04 -1.64 4.63
O12 -2.56 1.41 0.09
N5 -2.68 4.59 -1.94
C37 -4.06 -1.76 -0.86
C38 0.93 -0.47 -4.23
H45 -2.18 -3.63 -1.18
H46 3.63 -2.56 0.71
O13 0.40 0.79 -2.33
C39 -2.52 5.27 0.43
H47 6.44 -0.57 3.43
P4 -3.38 2.70 -0.02
C40 4.01 -0.77 -1.25
H48 -1.11 1.75 6.26
C41 1.81 -1.39 -3.42

expectation value of S²: 2.021
energy: -127187.158 eV
M: 1158.66 g mol⁻¹
energy above the lowest of the compared OMol25 structures with the same formula, charge and spin: 25.60 kcal/mol
charge: -1
E_HOMO (alpha / beta): -4.022 / -6.441 eV
HOMO-LUMO gap (alpha / beta): 0.21850 / 0.30079 Eh
multiplicity: 3

---

(4)
Computed, not measured: a molecular structure, C41H48N6O2S2Sc, with wB97M-V/def2-TZVPD.

Atoms and positions in Å:
C1 1.77 2.68 3.33
H1 1.71 4.79 2.82
N1 -0.04 -2.04 -2.12
H2 3.04 3.57 -3.50
C2 -0.53 0.97 -4.71
H3 0.51 -3.03 -3.87
H4 2.43 -2.79 -1.02
H5 -2.59 -4.91 -0.96
C3 0.36 3.68 1.54
N2 -0.27 -0.03 -3.85
H6 0.04 -2.42 5.77
C4 1.68 3.82 2.32
C5 -2.43 -1.67 1.02
H7 -2.29 2.59 -2.51
H8 2.55 1.29 1.86
O1 -1.14 -3.96 -2.80
C6 -3.27 -3.89 0.83
C7 1.07 0.18 -6.27
C8 2.08 3.28 -3.10
C9 -1.82 -2.94 -0.79
H9 1.60 0.26 -7.21
H10 0.07 -5.19 0.26
H11 -4.85 1.25 0.49
C10 3.30 -0.85 -1.19
H12 2.71 2.76 3.89
H13 0.68 -2.45 -0.01
C11 1.74 1.33 2.60
H14 0.66 1.95 5.04
N3 2.28 -0.08 -1.49
C12 -3.19 -2.69 1.54
H15 0.63 3.70 4.86
C13 -0.23 3.11 -2.42
C14 -3.92 1.63 0.05
H16 1.93 0.53 3.31
H17 -1.76 3.74 1.97
C15 2.72 1.13 -2.00
C16 0.97 -3.84 3.03
H18 1.77 -4.84 -0.01
H19 0.61 -0.61 3.85
C17 1.01 -4.97 0.77
H20 4.64 2.12 -2.39
C18 0.34 2.30 0.87
O2 -2.20 0.59 -1.19
H21 4.19 -2.75 -0.82
H22 -3.85 -4.72 1.22
C19 -3.40 0.71 -1.00
C20 -2.58 -4.01 -0.36
H23 3.12 -2.18 0.47
H24 -3.17 1.82 0.81
H25 1.14 -3.79 5.64
H26 -0.15 1.94 -6.58
H27 -0.88 0.51 3.52
H28 1.85 -2.24 -3.06
C21 -0.73 2.66 3.53
H29 0.30 4.46 0.77
H30 1.12 -4.81 3.50
H31 -1.97 4.31 -2.67
H32 -1.71 1.28 2.19
C22 -4.35 -0.10 -1.83
C23 1.32 -0.87 -5.42
H33 -4.39 -1.09 -1.37
H34 1.28 -5.85 1.36
H35 1.20 2.23 0.20
H36 -2.31 -0.73 1.55
C24 0.59 -1.31 1.80
H37 -1.28 1.68 -4.40
C25 0.71 -2.50 1.07
C26 1.76 2.16 -2.42
H38 -3.70 -2.56 2.48
C27 0.59 2.76 4.30
C28 -1.67 3.40 -2.16
N4 0.44 2.04 -2.05
C29 0.96 -2.77 5.30
C30 0.68 -1.46 3.19
C31 0.61 -0.95 -4.22
C32 0.87 -2.70 3.80
H39 2.53 3.78 1.63
C33 0.11 1.12 -5.92
C34 3.26 -2.22 -0.61
C35 -0.80 1.32 2.80
N5 0.36 -0.12 1.08
C36 4.07 1.27 -2.07
H40 -0.79 4.77 3.01
S1 4.82 -0.16 -1.53
N6 -1.77 -1.78 -0.13
C37 0.89 -3.75 1.64
H41 -5.35 0.31 -1.84
C38 -0.81 3.80 2.51
H42 2.05 -1.64 -5.66
C39 0.79 -2.14 -3.31
H43 -1.84 3.54 -1.09
H44 -4.16 2.58 -0.44
H45 -3.95 -0.23 -2.83
C40 -0.96 -3.03 -2.02
H46 1.78 -2.15 5.68
H47 -1.57 2.73 4.23
Sc1 -0.14 -0.24 -1.00
C41 0.41 1.14 1.85
H48 -0.57 2.21 0.26
S2 0.71 4.27 -3.23

energy: -98704.613 eV
M: 765.96 g mol⁻¹
energy above the lowest of the compared OMol25 structures with the same formula, charge and spin: 22.19 kcal/mol
charge: +1
E_HOMO: -9.281 eV
HOMO-LUMO gap: 0.25307 Eh

---

Which value of charge does entry 1 give? +1